# 1
Molecular formula: C30H55F6N10P
Method: DFT, ωB97M-V with the def2-TZVPD basis set

Results
Kohn-Sham gap in eV: 9.59
Relative energy (zero: lowest compared OMol25 entry of this formula, charge and spin) in eV: 23.8342

```
! RIJCOSX wB97M-V def2-TZVPD def2/J DEFGRID3
* xyz 4 1
C -3.086 -2.154 -2.163
C -1.724 -1.847 -1.640
N -0.638 -2.420 -2.399
C 0.447 -1.677 -2.882
C 1.159 -2.573 -3.725
N 0.713 -3.807 -3.467
C -0.452 -3.724 -2.752
C 1.370 -5.062 -3.835
H -3.078 -1.888 -3.220
H -3.845 -1.552 -1.663
H -3.225 -3.234 -2.125
H -1.536 -2.037 -0.583
H -1.624 -0.765 -1.731
H 0.515 -0.606 -2.753
H 2.100 -2.361 -4.211
H -1.033 -4.602 -2.511
H 1.267 -5.176 -4.914
H 0.883 -5.922 -3.377
H 2.426 -4.946 -3.591
C -1.395 2.215 3.540
C -0.241 1.685 2.637
N 0.618 2.706 2.093
C 0.727 3.158 0.769
C 1.745 4.037 0.751
N 2.256 4.265 1.959
C 1.599 3.372 2.757
C 3.391 5.264 2.213
H -1.325 3.141 4.111
H -1.564 1.508 4.353
H -2.288 2.393 2.942
H -0.610 1.097 1.796
H 0.427 0.926 3.042
H 0.045 2.685 0.078
H 2.137 4.575 -0.100
H 1.778 3.278 3.818
H 3.069 6.241 2.574
H 3.941 5.537 1.312
H 4.136 4.830 2.879
C -1.434 0.422 -4.417
C -2.608 1.389 -4.213
N -3.419 1.148 -3.099
C -4.187 0.115 -2.777
C -4.492 0.144 -1.410
N -3.900 1.224 -0.828
C -3.214 1.814 -1.893
C -3.912 1.608 0.587
H -0.523 0.708 -3.892
H -1.133 0.354 -5.462
H -1.700 -0.515 -3.927
H -3.353 1.372 -5.009
H -2.300 2.433 -4.157
H -4.434 -0.630 -3.519
H -5.050 -0.571 -0.823
H -2.437 2.543 -1.722
H -4.985 1.570 0.774
H -3.515 2.583 0.869
H -3.298 0.935 1.186
C -3.140 -1.148 1.146
C -2.407 -2.110 2.149
N -1.038 -1.738 2.515
C 0.042 -1.224 1.760
C 1.142 -0.977 2.587
N 0.733 -1.352 3.863
C -0.602 -1.727 3.793
C 1.574 -1.365 5.066
H -4.124 -1.565 0.931
H -2.719 -1.133 0.141
H -3.255 -0.129 1.516
H -2.324 -3.053 1.608
H -3.041 -2.231 3.028
H -0.119 -1.091 0.701
H 2.107 -0.515 2.436
H -1.233 -1.991 4.629
H 1.445 -0.367 5.484
H 2.621 -1.592 4.865
H 1.242 -2.013 5.877
C 3.393 2.461 -1.030
C 3.248 1.883 0.361
N 3.273 0.423 0.408
C 2.248 -0.375 -0.194
C 2.606 -1.697 0.044
N 3.798 -1.658 0.682
C 4.107 -0.395 1.082
C 4.510 -2.918 0.845
H 2.426 2.365 -1.524
H 4.075 1.879 -1.650
H 3.654 3.518 -0.982
H 2.518 2.256 1.080
H 4.229 2.192 0.722
H 1.351 0.012 -0.655
H 2.168 -2.652 -0.208
H 5.076 -0.186 1.512
H 4.616 -3.395 -0.130
H 3.946 -3.573 1.508
H 5.516 -2.890 1.264
P -0.378 0.741 -0.489
F -0.889 1.004 -2.027
F -1.274 1.884 0.167
F -1.652 -0.264 -0.371
F 0.020 0.384 1.005
F 0.408 -0.544 -1.116
F 0.915 1.663 -0.646
*
```

Atomic partial charges in e from the Löwdin method, atoms 1 to 4: -0.04, -0.22, 0.01, -0.01

# 2
Molecular formula: C30H55MgN4OP2S
Method: DFT, ωB97M-V with the def2-TZVPD basis set

Results
Kohn-Sham gap in eV: 5.97
Relative energy (zero: lowest compared OMol25 entry of this formula, charge and spin) in eV: 0.5434

```
! RIJCOSX wB97M-V def2-TZVPD def2/J DEFGRID3
* xyz 1 1
C 0.013 2.701 0.881
C -1.276 0.939 1.706
C -0.715 3.636 1.615
C -1.924 1.836 2.605
C -1.644 3.184 2.559
H -0.516 4.694 1.453
H -2.732 1.449 3.229
H -2.164 3.887 3.208
N -0.138 1.378 1.060
P 2.328 2.029 -0.483
P -1.722 -1.898 0.827
C 0.930 3.195 -0.242
H 0.346 3.257 -1.174
H 1.268 4.218 -0.040
C 0.610 -2.517 -0.550
O 0.569 -3.495 -1.166
C -1.981 -0.266 1.419
H -2.855 -0.310 2.102
C -3.591 -2.221 0.330
C -1.232 -3.133 2.275
C 2.749 2.039 -2.339
C 3.601 2.784 0.695
C -3.455 -2.914 -1.026
H -2.962 -3.894 -0.955
H -4.449 -3.062 -1.475
H -2.862 -2.286 -1.701
C -4.408 -3.061 1.309
H -3.992 -4.053 1.502
H -4.560 -2.530 2.258
H -5.408 -3.206 0.868
C -4.345 -0.896 0.165
H -5.277 -1.082 -0.389
H -4.625 -0.444 1.124
H -3.746 -0.171 -0.394
C -1.314 -4.559 1.692
H -0.667 -4.674 0.811
H -0.976 -5.273 2.460
H -2.331 -4.844 1.399
C 0.226 -2.838 2.660
H 0.903 -2.913 1.798
H 0.342 -1.841 3.107
H 0.554 -3.582 3.406
C -2.079 -2.982 3.539
H -3.132 -3.238 3.393
H -1.679 -3.678 4.294
H -2.010 -1.963 3.942
C 4.948 2.067 0.536
H 5.641 2.492 1.276
H 4.851 0.991 0.734
H 5.391 2.204 -0.456
C 3.086 2.552 2.124
H 2.137 3.069 2.312
H 2.958 1.483 2.337
H 3.834 2.954 2.821
C 3.775 4.293 0.459
H 4.573 4.643 1.127
H 4.072 4.528 -0.569
H 2.874 4.863 0.709
C 1.533 2.510 -3.149
H 1.313 3.572 -2.977
H 1.757 2.393 -4.220
H 0.640 1.913 -2.923
C 3.083 0.582 -2.727
H 2.211 -0.084 -2.625
H 3.391 0.564 -3.783
H 3.897 0.166 -2.116
C 3.931 2.956 -2.663
H 3.705 4.006 -2.437
H 4.855 2.657 -2.155
H 4.119 2.890 -3.746
Mg 0.831 -0.244 0.033
N -0.744 -0.088 -1.186
C -1.864 -0.050 -1.558
C -2.609 0.207 -2.922
C -4.107 0.424 -2.775
C -1.989 1.456 -3.538
C -2.346 -0.990 -3.837
H -4.616 -0.476 -2.411
H -4.314 1.264 -2.101
H -4.542 0.666 -3.754
H -0.966 1.243 -3.868
H -2.548 1.763 -4.430
H -1.986 2.293 -2.827
H -2.708 -0.770 -4.848
H -1.267 -1.181 -3.903
H -2.854 -1.900 -3.498
N 3.809 -2.246 3.039
C 3.423 -2.302 1.760
N 3.241 -3.538 1.218
S 3.177 -0.875 0.851
H 3.944 -3.081 3.602
H 3.922 -1.339 3.479
H 3.119 -3.580 0.208
H 3.747 -4.322 1.625
*
```

Atomic partial charges in e from the Löwdin method, atoms 1 to 4: -0.36, -0.34, -0.06, -0.05

Number 1: E_HOMO -0.6946 Eh. Number 2: E_HOMO -0.3165 Eh.